ORCA calculation (ωB97M-V/def2-TZVPD) on a structure of composition C23H14BrClN4O2Pd.

Element x y z (Å)
Pd (-0.92, 0.53, 0.28)
Br (0.94, 0.56, 3.29)
C (1.87, 0.00, 1.76)
C (3.22, -0.32, 1.82)
C (3.85, -0.69, 0.65)
C (3.14, -0.73, -0.54)
C (1.80, -0.39, -0.51)
N (1.19, -0.03, 0.63)
C (0.96, -0.39, -1.79)
O (1.54, -0.66, -2.83)
O (-0.28, -0.08, -1.66)
H (3.74, -0.28, 2.77)
H (4.90, -0.95, 0.67)
H (3.58, -1.00, -1.49)
N (-3.05, 0.78, -1.31)
C (-3.02, -0.19, -1.94)
C (-2.97, -1.39, -2.67)
C (-3.77, -1.52, -3.83)
N (-4.43, -1.63, -4.77)
C (-2.15, -2.46, -2.27)
N (-1.46, -3.33, -1.96)
Cl (4.98, 2.62, -0.64)
C (3.26, 2.80, -0.45)
C (2.44, 2.63, -1.56)
C (1.07, 2.74, -1.40)
C (0.50, 2.99, -0.13)
C (-0.90, 3.00, 0.05)
C (1.38, 3.20, 0.97)
C (2.75, 3.10, 0.81)
H (2.86, 2.39, -2.52)
H (0.42, 2.57, -2.25)
H (-1.54, 2.99, -0.82)
H (-1.34, 3.30, 0.99)
H (0.97, 3.43, 1.94)
H (3.41, 3.25, 1.64)
C (-3.17, -3.36, 2.21)
C (-3.87, -2.19, 1.97)
C (-3.23, -1.09, 1.42)
C (-1.87, -1.14, 1.08)
C (-1.18, -2.33, 1.32)
C (-1.82, -3.43, 1.87)
H (-3.67, -4.22, 2.64)
H (-4.92, -2.13, 2.23)
H (-3.80, -0.19, 1.23)
H (-0.14, -2.42, 1.04)
H (-1.27, -4.35, 2.04)

Spin multiplicity = 5
E_tot = -120173.327 eV
⟨S²⟩ = 6.073
ΔE to the lowest compared entry with this formula, charge and spin = 5.3 kJ/mol

natural (NBO) population analysis, charges in e, atoms 1 to 4: 1.027, 0.109, 0.168, -0.274